[1]
DFT (ωB97M-V/def2-TZVPD) results for an isolated molecule of C14H22FNO2.

The geometry in XYZ format:
```
40
C14H22FNO2, DFT ωB97M-V/def2-TZVPD
C -4.15772 -2.76526 -1.45702
C -2.90250 -1.99496 -1.06632
C -3.17047 -1.01497 0.07275
C -1.91545 -0.23935 0.46411
N -2.18592 0.59501 1.62174
C -1.03990 1.26137 2.18977
C -0.41974 2.39426 1.35330
O 0.29101 1.84754 0.26631
C 1.02435 2.79645 -0.46570
C 1.79331 2.10359 -1.59623
O 3.04896 1.60469 -1.20054
C 3.16258 0.38819 -0.59282
C 2.10920 -0.46158 -0.27520
C 2.36280 -1.68413 0.32382
C 3.66467 -2.04912 0.60014
F 3.90734 -3.24530 1.18530
C 4.72871 -1.21769 0.29684
C 4.47186 -0.00166 -0.30026
H -4.53487 -3.33227 -0.60897
H -3.94526 -3.45900 -2.26715
H -4.93852 -2.08264 -1.78555
H -2.52766 -1.44694 -1.93434
H -2.12575 -2.69905 -0.76025
H -3.95077 -0.31185 -0.22948
H -3.53299 -1.55521 0.94864
H -1.55379 0.33599 -0.40270
H -1.12722 -0.94099 0.75180
H -2.90772 1.27320 1.39486
H -0.26738 0.51025 2.37119
H -1.34784 1.68683 3.14954
H 0.26339 2.98040 1.98705
H -1.20759 3.07275 0.98502
H 0.34235 3.54525 -0.89997
H 1.73784 3.31969 0.18907
H 2.02704 2.84651 -2.36416
H 1.16910 1.31895 -2.03628
H 1.08885 -0.17265 -0.45928
H 1.55362 -2.35082 0.57752
H 5.73609 -1.52611 0.52665
H 5.27600 0.67064 -0.55319
```

Computed properties:
spin multiplicity	1
E	-23176.66119	eV
energy above the lowest of the compared OMol25 structures with the same formula, charge and spin	0.7	kcal/mol
HOMO level	-8.3	eV
SMILES	CCCCNCCOCCOc1ccc(F)cc1

---

[2]
DFT (ωB97M-V/def2-TZVPD) results for a structure of composition C2H6N4O2 at a distorted geometry.

The geometry in XYZ format:
```
14
C2H6N4O2, DFT ωB97M-V/def2-TZVPD
C -1.80127 -0.74638 0.03737
C -0.01741 0.88890 -0.03982
H 1.42497 -1.48042 -0.29937
H 0.74495 -0.76913 -1.50623
H -1.84319 -1.92372 0.19249
H -2.17354 1.28104 -0.00331
H 1.63760 1.86360 0.38777
H 1.73629 -0.34955 1.57591
N 0.44377 -1.43024 -0.66213
N -0.42749 -0.42062 0.08799
N -2.54969 0.28981 0.39064
N 1.28991 1.02431 -0.11986
O -0.55685 1.88668 -0.48096
O 2.09193 -0.11428 0.43951
```

Computed properties:
spin multiplicity	1
E	-12220.14154	eV
energy above the lowest of the compared OMol25 structures with the same formula, charge and spin	150.1	kcal/mol
HOMO level	-9.2	eV

---

[3]
DFT (ωB97M-V/def2-TZVPD) results for a structure of composition C13H17B2F4N4ReS2 at a distorted geometry.

The geometry in XYZ format:
```
43
C13H17B2F4N4ReS2, DFT ωB97M-V/def2-TZVPD
Re 0.42209 1.61301 0.39993
C 2.17859 1.89601 2.34533
C 0.96709 2.56061 2.63183
C 0.72369 3.52411 1.59503
C 1.81309 3.44001 0.67293
C 2.70239 2.42431 1.14343
H 2.62749 1.11791 2.93853
H 0.37129 2.43071 3.51933
H 0.01629 4.33761 1.66053
H 2.04159 4.15951 -0.09967
H 3.64889 2.16221 0.70253
C -2.88661 -0.14969 2.96203
N -2.73971 -0.70369 1.64193
C -2.96381 -1.98599 1.24543
C -2.67761 -2.04839 -0.08667
N -2.28881 -0.81869 -0.50387
B -1.96861 -0.38939 -1.96627
N -0.50831 -0.81979 -2.29487
C -0.08911 -2.05289 -2.66987
C 1.24459 -1.99169 -2.95377
N 1.63809 -0.70649 -2.74337
C 2.95779 -0.15069 -2.88727
C 0.55249 -0.01789 -2.34207
S 0.61829 1.67171 -1.96847
C -2.32841 -0.01769 0.55843
S -1.94361 1.66921 0.62633
H -3.00911 -0.95319 3.68393
H -3.75151 0.51641 3.01293
H -1.99461 0.42541 3.21533
H -3.32811 -2.74049 1.90983
H -2.72011 -2.88159 -0.75727
H -2.69951 -0.97149 -2.69047
H -2.04141 0.79411 -2.03927
H -0.75801 -2.88739 -2.70617
H 1.91079 -2.75029 -3.30507
H 3.68149 -0.95339 -3.00537
H 3.20609 0.42731 -1.99557
H 3.01059 0.51381 -3.75297
F 0.61189 -2.06709 2.20703
B 0.96119 -2.22949 0.95023
F 0.41889 -0.40009 0.40143
F 2.21319 -2.07809 0.57833
F 0.15929 -2.91849 0.16563
```

Computed properties:
spin multiplicity	2
E	-55741.84123	eV
energy above the lowest of the compared OMol25 structures with the same formula, charge and spin	0.0	kcal/mol
HOMO level (alpha / beta)	-11.7 / -11.5	eV
charge	+1

---

[4]
DFT (ωB97M-V/def2-TZVPD) results for a cluster of 10 separate species, C26H72O10 in total at a distorted geometry.

The geometry in XYZ format:
```
108
C26H72O10, DFT ωB97M-V/def2-TZVPD
C 5.15405 12.15394 14.10482
C 5.89520 13.41242 14.16433
C 6.25462 13.86193 15.57359
O 7.13665 13.52032 13.39136
H 4.26332 12.27577 14.71274
H 5.80148 11.30616 14.41929
H 4.76404 11.97022 13.10215
H 5.15327 14.19724 13.81434
H 7.19788 13.39980 15.90248
H 5.46428 13.66024 16.31656
H 6.52531 14.91792 15.47615
H 7.03549 13.19985 12.47048
C 9.59351 7.88310 12.93029
C 10.23184 9.12550 13.41937
C 11.47846 8.89769 14.24058
O 10.44364 10.17709 12.41578
H 10.35415 7.39483 12.33264
H 8.87106 8.11851 12.12249
H 9.19052 7.20802 13.71393
H 9.56692 9.64708 14.08354
H 11.88158 9.75712 14.74925
H 12.22854 8.33377 13.60327
H 11.19823 8.20723 15.07897
H 11.25907 9.97856 11.99347
C 10.32555 18.58784 7.71301
C 11.47329 17.58584 7.71847
C 11.39434 16.45924 6.68464
O 12.76075 18.29482 7.58273
H 9.99398 18.86503 6.67476
H 10.80699 19.44034 8.18181
H 9.50444 18.19780 8.27297
H 11.52366 17.14526 8.75517
H 12.33693 15.93738 6.70661
H 11.20428 16.90921 5.64044
H 10.60085 15.80002 6.96890
H 12.93406 18.46337 6.63960
C 5.89461 14.34947 6.98260
C 6.58599 15.34664 7.88449
C 5.54117 16.34148 8.36100
O 7.02128 14.67405 9.05007
H 6.54541 13.50870 6.83528
H 5.57856 14.79767 6.06316
H 4.99241 14.02891 7.51827
H 7.41304 15.78136 7.29640
H 5.06633 16.89104 7.51371
H 5.94441 17.05084 9.07943
H 4.76247 15.77104 8.90367
H 7.71941 15.13646 9.53612
C 11.57950 15.63307 11.21060
C 10.62227 14.90526 10.33845
C 10.15973 13.49588 10.78417
O 9.50498 15.79984 10.13579
H 11.17232 15.94838 12.18872
H 11.88562 16.50732 10.68975
H 12.44328 15.06983 11.46488
H 11.15280 14.82232 9.42036
H 9.53429 13.75544 11.64508
H 11.00920 12.82840 11.03742
H 9.59325 13.04669 9.96329
H 9.17958 15.93917 11.02930
C 4.63834 11.49064 9.61065
C 5.93688 11.24055 10.30179
C 6.86117 10.45313 9.39549
O 6.49545 12.51193 10.74777
H 4.23632 10.51909 9.24059
H 4.90465 11.95911 8.69478
H 3.86590 12.07843 10.15157
H 5.68389 10.71476 11.19762
H 7.87436 10.36315 9.86374
H 6.90462 10.80638 8.33373
H 6.45733 9.42834 9.32302
H 6.69826 13.01537 9.95233
C 11.03270 9.29637 8.18662
C 10.87041 10.49070 9.08796
O 11.96118 10.56126 10.08384
H 11.80017 9.54666 7.44425
H 10.07423 9.12007 7.69779
H 11.27862 8.48862 8.83185
H 9.98129 10.35263 9.67583
H 10.74366 11.42652 8.53376
H 12.77856 10.65809 9.62181
C 10.36721 13.68056 14.25586
C 11.80396 13.17030 14.52670
O 12.29138 13.81861 15.73009
H 10.36835 14.65800 13.76475
H 9.76874 13.66425 15.17497
H 9.94798 12.88013 13.62098
H 12.44513 13.34083 13.65758
H 11.77336 12.07807 14.62237
H 13.11998 13.46483 16.00062
C 7.79000 18.13312 12.19181
C 7.55595 16.83231 12.98206
O 8.56678 15.85672 12.68657
H 6.97216 18.81740 12.29296
H 7.91776 17.89145 11.17299
H 8.61932 18.71030 12.50120
H 6.53083 16.43759 12.78224
H 7.53493 17.06641 14.04941
H 8.26606 15.00669 13.04658
C 13.74429 13.26722 9.26296
C 14.33595 14.66148 9.40393
O 13.42513 15.54021 8.72364
H 13.03222 13.15666 10.08350
H 14.43958 12.43399 9.32224
H 13.15491 13.12999 8.36380
H 15.32253 14.75761 9.01079
H 14.42668 15.01864 10.39652
H 13.88749 16.27369 8.33550
```

Computed properties:
spin multiplicity	1
E	-48602.75184	eV
energy above the lowest of the compared OMol25 structures with the same formula, charge and spin	20.0	kcal/mol
HOMO level	-9.7	eV
SMILES	CC(C)O.CC(C)O.CC(C)O.CC(C)O.CC(C)O.CC(C)O.CCO.CCO.CCO.CCO

---

[5]
DFT (ωB97M-V/def2-TZVPD) results for a cluster of 5 separate species, C4H16NO5S in total at a distorted geometry.

The geometry in XYZ format:
```
27
C4H16NO5S, DFT ωB97M-V/def2-TZVPD
C 0.30563 0.42120 2.16065
N 0.88064 -0.89519 1.88847
C 1.43919 -0.99611 0.53397
C 2.40156 0.11513 0.12409
S 2.16484 0.92039 -1.47823
C 0.19290 -1.16294 -0.34127
O -0.16587 -2.28291 -0.59123
H 0.99862 1.16497 2.57062
H -0.48851 0.41825 2.91506
H -0.22031 0.83507 1.29671
H 1.64680 -0.97953 2.55105
H 1.95881 -1.94801 0.48487
H 3.42806 -0.25559 0.07092
H 2.38851 0.97329 0.75730
H -0.32605 -0.28896 -0.73190
H -2.07637 -2.51163 0.41135
H -1.32456 -2.20584 1.74967
O -2.15964 -2.48342 1.36283
H -2.68163 0.06545 0.41540
H -2.55435 0.82189 -0.93408
O -3.15486 0.61566 -0.21192
H -0.36752 -0.36114 -3.16147
H -1.22736 0.91571 -3.24395
O -1.27152 -0.03378 -3.10674
H 0.53588 2.71121 -1.32145
H -0.14179 3.16774 -2.56463
O -0.18110 3.25908 -1.60612
```

Computed properties:
spin multiplicity	2
E	-26967.86387	eV
HOMO level (alpha / beta)	-9.9 / -9.7	eV

---

Question: Which value of E does entry 1 give?
Answer: -23176.66119 eV

---

Question: Which value of E does entry 1 give?
Answer: -23176.66119 eV